[1]
61
Properties=species:S:1:pos:R:3:forces:R:3 method="wB97M-V/def2-TZVPD" homo_ev=-11.1 homo_lumo_gap_ha=0.26027 charge=+1
Tc -0.3391 -0.0960 0.6516 0.000 -0.589 0.840
O 0.2467 -6.0112 -0.7565 0.006 0.048 0.141
C 0.0230 -4.7197 -0.4973 0.018 -0.011 0.127
C -0.3161 -3.7915 -1.4938 -0.028 0.199 0.232
C -0.5039 -2.4844 -1.0905 0.006 -0.213 -0.210
N -0.3744 -2.1176 0.1777 -0.070 0.554 -0.072
C -0.0694 -2.9792 1.1350 0.071 -0.346 0.081
C 0.1386 -4.3106 0.8383 -0.058 0.133 -0.123
C 0.0116 -2.3297 2.5130 0.044 -0.019 0.297
O 0.2546 -2.9865 3.4904 -0.005 0.057 -0.253
O -0.2443 -1.0383 2.4755 -0.057 0.044 -0.195
C -0.8979 -1.3704 -2.0019 0.012 0.201 0.229
O -1.0812 -1.3583 -3.1581 -0.078 -0.102 -0.096
O -1.2548 -0.2219 -1.1765 -0.009 0.054 -0.269
H 0.1286 -6.2130 -1.6893 -0.017 -0.057 -0.164
H -0.4379 -4.0682 -2.5323 0.002 -0.008 -0.022
H 0.3857 -5.0124 1.6220 0.006 -0.021 0.005
S 1.9159 3.0580 2.9506 -0.081 -0.049 -0.037
C 0.2638 3.6091 2.9424 -0.075 0.077 0.021
C -0.2804 4.7481 3.5291 0.036 -0.032 -0.001
C -1.6317 4.9722 3.3645 -0.073 0.020 -0.005
C -2.4332 4.0859 2.6347 0.005 -0.050 -0.024
C -1.8981 2.9538 2.0553 0.015 0.117 0.070
C -0.5357 2.7230 2.2184 0.088 -0.101 0.039
N 0.1808 1.6541 1.7002 0.005 0.022 0.112
C 1.4591 1.7069 1.9960 -0.103 -0.021 -0.171
C 2.3327 0.6830 1.4378 -0.033 0.114 0.128
C 3.6976 0.6315 1.7017 0.066 -0.042 -0.076
C 4.4644 -0.3635 1.1226 -0.050 0.034 0.010
C 3.8524 -1.2892 0.2883 0.073 -0.033 0.001
C 2.4890 -1.2299 0.0310 -0.045 -0.029 -0.020
C 1.6915 -0.2441 0.5972 0.407 -0.057 0.157
H 0.3303 5.4362 4.0967 0.023 -0.002 0.000
H -2.0822 5.8485 3.8094 0.005 0.006 0.006
H -3.4896 4.2883 2.5263 -0.006 0.024 0.012
H -2.5140 2.2654 1.4914 0.009 -0.030 -0.011
H 4.1609 1.3563 2.3601 -0.021 0.021 0.023
H 5.5240 -0.4238 1.3258 0.016 -0.003 -0.007
H 4.4459 -2.0748 -0.1624 0.001 -0.011 -0.006
H 2.0600 -1.9748 -0.6286 -0.008 -0.059 0.056
C 3.2341 1.4933 -2.0947 0.049 0.030 -0.005
C 2.1427 1.0306 -3.0363 0.001 -0.020 -0.130
O 1.4859 -0.1566 -2.5667 0.084 0.034 -0.212
H 3.7238 2.3863 -2.4860 -0.032 0.010 -0.023
H 4.0007 0.7259 -1.9693 -0.002 -0.005 -0.011
H 2.8296 1.7230 -1.1074 -0.006 -0.014 -0.025
H 2.5303 0.8595 -4.0452 0.042 -0.017 0.057
H 1.3577 1.7808 -3.1168 0.140 -0.045 -0.096
H 2.1513 -0.8522 -2.5124 -0.015 0.112 0.000
C -0.4365 0.9514 -0.8635 -0.589 -0.219 -0.589
C -0.5752 2.0845 -1.7155 0.407 0.249 0.372
C -1.3579 2.0877 -2.8718 0.014 0.031 0.002
C -1.4490 3.2511 -3.6134 -0.003 -0.046 -0.004
C -0.7664 4.3919 -3.2088 0.012 0.086 -0.041
C 0.0266 4.3884 -2.0658 -0.010 -0.128 0.024
C 0.1291 3.2322 -1.3157 -0.142 0.125 -0.132
H -1.8696 1.1878 -3.1796 -0.028 -0.020 -0.016
H -2.0497 3.2717 -4.5119 -0.012 0.001 -0.003
H -0.8519 5.2972 -3.7954 0.012 -0.001 -0.007
H 0.5607 5.2802 -1.7697 0.002 0.015 0.004
H 0.7497 3.2010 -0.4295 -0.019 -0.016 0.012

***

[2]
62
Properties=species:S:1:pos:R:3:forces:R:3 method="wB97M-V/def2-TZVPD" homo_ev="-10.6 / -11.1" multiplicity=2 homo_lumo_gap_ha="0.27093 / 0.25492" charge=+1
Cu -0.1050 0.7344 -0.0353 -1.331 -0.503 -0.124
C 1.8481 1.2432 -0.1934 0.871 0.131 0.031
C 2.1404 -0.1236 -0.5848 0.089 0.142 0.100
C 1.9077 -0.9530 0.5104 0.096 -0.171 -0.073
C 1.4648 -0.1650 1.5773 0.322 -0.040 0.101
C 1.4486 1.2107 1.1520 0.525 0.357 0.406
H 2.1660 2.1231 -0.7308 -0.141 0.022 -0.065
H 2.4937 -0.4325 -1.5575 -0.063 -0.009 -0.017
H 2.0240 -2.0253 0.5230 -0.039 0.011 0.006
H 1.2025 -0.5056 2.5675 -0.056 -0.015 -0.036
H 1.2932 2.0624 1.7982 0.027 -0.020 0.003
F -5.6415 -4.0727 1.0006 -0.059 -0.076 0.015
C -4.7579 -3.1082 1.1652 0.076 0.094 0.027
C -4.9388 -2.1549 2.1516 0.012 0.026 0.014
F -5.9954 -2.2103 2.9477 -0.057 -0.027 0.029
C -4.0088 -1.1423 2.3009 0.184 -0.038 -0.120
F -4.2088 -0.2806 3.3013 -0.046 -0.140 0.184
C -2.8962 -1.0129 1.4720 0.092 0.004 -0.028
P -1.8134 0.4758 1.5736 -0.746 0.115 -0.180
C -1.4311 0.5812 3.3434 0.243 -0.022 -0.072
C -1.1508 -0.5819 4.0590 -0.035 0.098 -0.066
C -0.7979 -0.5020 5.3958 0.013 -0.073 -0.006
C -0.7063 0.7360 6.0176 -0.015 -0.009 0.018
C -0.9561 1.8949 5.2982 0.026 0.033 0.050
C -1.3122 1.8232 3.9596 -0.029 -0.044 -0.046
C -2.9191 1.8988 1.2244 0.165 0.084 0.076
C -2.3233 2.9842 0.5742 -0.051 -0.169 0.171
C -3.0518 4.1166 0.2521 0.027 0.076 -0.005
C -4.3954 4.1870 0.5824 0.001 0.027 0.001
C -4.9917 3.1316 1.2539 -0.041 -0.032 0.011
C -4.2635 1.9974 1.5795 -0.108 0.000 -0.105
C -2.6885 -2.0409 0.5422 -0.089 -0.099 0.113
Br -1.0892 -2.2448 -0.4172 -0.028 -0.243 0.005
C -3.6174 -3.0598 0.3830 0.165 0.148 -0.029
F -3.4126 -4.0224 -0.5068 -0.089 -0.063 0.019
H -1.2212 -1.5470 3.5691 -0.011 -0.028 0.057
H -0.5992 -1.4095 5.9505 0.002 0.020 0.022
H -0.4462 0.7962 7.0659 0.021 0.000 -0.009
H -0.8789 2.8582 5.7850 -0.010 0.005 -0.020
H -1.5135 2.7295 3.4006 -0.035 0.002 0.038
H -1.2694 2.9380 0.3361 0.080 0.038 -0.127
H -2.5739 4.9427 -0.2588 0.008 -0.011 0.022
H -4.9756 5.0633 0.3258 0.011 0.005 0.000
H -6.0357 3.1879 1.5326 0.001 -0.006 -0.011
H -4.7647 1.2077 2.1146 0.015 0.149 -0.137
C 2.1449 4.0163 -3.7112 -0.013 0.061 0.065
C 1.5659 2.6555 -3.8894 0.021 -0.007 0.010
C 1.9981 1.7329 -4.8007 -0.014 -0.102 -0.051
C 1.3194 0.5021 -4.8814 0.007 0.292 0.154
N 0.3243 0.1995 -4.0549 0.019 -0.262 -0.047
C -0.0548 1.0632 -3.1248 0.084 0.367 -0.089
S -1.2881 0.7214 -2.0010 -0.173 0.215 -0.034
N 0.5366 2.3028 -3.0866 0.126 -0.282 -0.248
C 1.6964 -0.5208 -5.8932 0.008 -0.073 -0.043
H 2.9358 4.1961 -4.4333 -0.003 -0.005 -0.004
H 2.5592 4.1240 -2.7065 0.011 -0.004 -0.014
H 1.3751 4.7797 -3.8364 0.001 -0.007 -0.022
H 2.8266 1.9545 -5.4564 -0.021 0.041 -0.002
H 0.1708 2.9601 -2.4132 -0.052 0.008 0.093
H 2.5147 -0.1812 -6.5229 -0.003 -0.038 -0.018
H 0.8309 -0.7609 -6.5117 -0.010 0.034 0.008
H 1.9799 -1.4437 -5.3856 0.016 0.012 0.002

***

[3]
66
Properties=species:S:1:pos:R:3:forces:R:3 method="wB97M-V/def2-TZVPD" homo_ev="-8.1 / -8.3" multiplicity=4 homo_lumo_gap_ha="0.28361 / 0.24043"
Tc 1.2661 0.2328 -0.2058 -1.232 0.050 0.061
C 0.9014 -2.7073 3.4041 0.069 -0.274 0.205
Si 0.0968 -1.2137 2.6392 -0.053 0.034 -0.170
C 0.8499 0.2589 3.4836 0.215 0.298 0.006
C -1.7183 -1.0437 3.0219 -0.228 0.003 0.035
N 0.3670 -1.2506 0.8810 0.050 -0.142 -0.299
C -0.2372 -2.2845 0.1289 0.156 0.233 0.530
C -0.9908 -3.3438 0.6591 0.004 0.043 0.136
C -1.5821 -4.3036 -0.1471 -0.007 0.015 0.035
C -1.4410 -4.2537 -1.5242 0.018 0.008 0.007
C -0.6846 -3.2350 -2.0840 0.019 0.003 -0.168
C -0.1063 -2.2982 -1.2561 0.207 0.330 -0.338
O 0.6999 -1.2451 -1.7456 -0.065 -0.211 0.149
C 0.7690 -1.0261 -3.1364 -0.089 -0.042 0.185
C -0.0741 -0.0914 -3.6956 -0.175 0.131 -0.082
C 0.0229 0.1496 -5.0594 0.006 -0.014 -0.014
C 0.9494 -0.5459 -5.8276 0.002 -0.030 0.047
C 1.7895 -1.4784 -5.2317 -0.034 0.030 -0.041
C 1.7028 -1.7236 -3.8675 0.182 -0.101 -0.101
H 0.8164 -2.6481 4.4973 0.028 -0.033 -0.160
H 1.9685 -2.7187 3.1524 -0.109 0.002 0.036
H 0.4742 -3.6603 3.0841 0.095 0.064 0.067
H 0.5098 0.2093 4.5260 0.044 -0.015 -0.116
H 0.4865 1.2045 3.0663 0.026 -0.167 0.162
H 1.9462 0.2674 3.4912 -0.206 0.015 0.038
H -1.8389 -0.9204 4.1051 -0.005 -0.022 -0.120
H -2.3532 -1.8697 2.7004 0.011 0.060 0.002
H -2.0950 -0.1339 2.5382 0.023 -0.115 0.082
H -1.1221 -3.4171 1.7280 -0.045 0.005 -0.044
H -2.1670 -5.0934 0.3106 0.056 0.061 -0.009
H -1.9072 -4.9937 -2.1613 0.016 0.035 0.026
H -0.5516 -3.1699 -3.1557 0.002 0.014 0.032
H -0.7718 0.4534 -3.0688 0.061 -0.062 -0.059
H -0.6222 0.8906 -5.5163 0.051 -0.049 0.024
H 1.0244 -0.3531 -6.8908 0.004 0.000 0.060
H 2.5221 -2.0115 -5.8243 -0.030 0.024 0.010
H 2.3526 -2.4399 -3.3772 -0.051 0.044 -0.024
Cl 3.5196 -0.7091 0.4242 0.420 -0.174 0.084
C 3.4726 0.8035 1.3325 -0.092 -0.139 -0.225
C 2.2851 1.4663 1.1367 -0.098 -0.361 -0.250
C 2.1481 2.6868 1.7649 0.027 0.272 0.116
Cl 0.6878 3.5762 1.5902 0.004 0.002 0.060
C 3.1779 3.1844 2.5733 -0.011 0.000 -0.006
Cl 2.9935 4.7009 3.3598 0.018 -0.058 -0.018
C 4.3587 2.4535 2.7580 -0.092 0.048 -0.011
Cl 5.6181 3.0530 3.7556 -0.027 0.013 -0.002
C 4.5168 1.2244 2.1202 0.177 -0.042 0.069
Cl 5.9273 0.2620 2.2915 -0.016 0.071 0.018
O -2.9944 -0.0259 -0.0075 -0.080 0.074 0.013
C -3.3315 1.2791 0.1241 0.053 -0.090 0.048
C -4.6231 1.5527 0.5667 -0.121 0.049 0.050
C -5.0374 2.8603 0.7463 0.009 -0.076 -0.006
C -4.1758 3.9220 0.4816 0.005 0.007 -0.006
C -2.9040 3.6512 0.0162 -0.044 0.112 -0.061
C -2.4652 2.3409 -0.1722 0.055 -0.117 -0.006
C -1.0791 2.1574 -0.6940 0.159 0.057 -0.071
O -0.4885 3.0145 -1.2952 0.101 -0.092 -0.034
O -0.5678 0.9421 -0.4039 0.226 0.109 0.195
H -2.0326 -0.0699 -0.1465 0.077 0.011 -0.033
H -5.2808 0.7155 0.7730 0.053 0.076 -0.011
H -6.0428 3.0534 1.1017 0.033 -0.004 -0.013
H -4.4983 4.9454 0.6297 0.016 -0.067 -0.005
H -2.2152 4.4544 -0.2218 -0.038 -0.071 -0.002
O 3.0667 1.6554 -3.8136 -0.109 0.022 0.259
C 2.5953 1.4389 -2.7583 -0.240 -0.150 0.474
N 2.1172 1.2187 -1.6751 0.519 0.292 -0.814

***

[4]
66
Properties=species:S:1:pos:R:3:forces:R:3 method="wB97M-V/def2-TZVPD" homo_ev="-7.2 / -7.2" multiplicity=2 homo_lumo_gap_ha="0.23131 / 0.24398"
Fe -0.7136 -0.1635 -0.1090 -0.288 0.044 -0.242
N 1.1376 -3.8374 1.4207 -0.015 0.000 -0.035
C 0.5444 -2.6155 1.3790 0.118 0.006 0.065
S 1.4703 -1.2307 0.9374 -0.018 -0.096 0.025
N -0.7283 -2.5623 1.6949 -0.279 -0.023 -0.142
N -1.1502 -1.2692 1.5296 0.089 -0.008 -0.062
C -1.8296 -0.6840 2.4450 0.248 0.109 0.186
C -2.3368 -1.3583 3.6585 -0.020 -0.022 0.016
C -1.9328 -0.9442 4.9237 0.005 0.004 0.007
C -2.4146 -1.5887 6.0534 0.002 0.000 0.002
C -3.3097 -2.6402 5.9228 -0.002 0.000 -0.007
C -3.7163 -3.0535 4.6608 -0.002 -0.005 0.015
C -3.2267 -2.4206 3.5309 -0.002 0.007 -0.009
C -1.8700 0.7812 2.2889 -0.038 0.026 0.022
C -2.6080 1.6173 3.1098 0.048 -0.007 -0.002
C -2.4856 2.9871 2.9467 -0.010 0.012 0.018
C -1.6178 3.4761 1.9871 0.039 -0.020 -0.007
C -0.9363 2.5740 1.1859 0.062 0.045 0.094
N -1.0629 1.2587 1.3201 -0.035 -0.062 -0.144
H 2.1406 -3.8685 1.4042 -0.006 0.006 0.011
H 0.6436 -4.5760 1.8934 0.003 0.002 0.009
H -1.2287 -0.1270 5.0233 0.001 0.000 0.000
H -2.0891 -1.2698 7.0349 0.000 0.000 0.000
H -3.6901 -3.1391 6.8047 -0.001 -0.002 -0.001
H -4.4143 -3.8739 4.5575 -0.001 -0.001 -0.001
H -3.5284 -2.7441 2.5431 0.001 0.007 -0.002
H -3.2675 1.1927 3.8524 -0.002 -0.005 -0.005
H -3.0610 3.6628 3.5653 0.002 0.002 0.000
H -1.4786 4.5366 1.8361 0.003 0.000 -0.001
H -0.2742 2.9171 0.4050 -0.042 0.014 -0.030
S -1.1505 1.5540 -1.7445 0.078 -0.197 -0.097
C -2.6736 1.1640 -2.4618 -0.151 -0.038 0.068
C -2.9912 1.7507 -3.7261 -0.062 -0.019 -0.056
N -3.2250 2.2168 -4.7516 0.015 0.019 0.016
C -3.5030 0.3069 -1.8336 0.063 -0.012 -0.189
S -3.0350 -0.3507 -0.2949 0.065 -0.094 0.287
C -4.7538 -0.1171 -2.3723 -0.076 0.074 -0.028
N -5.7716 -0.4700 -2.7780 0.024 -0.036 -0.005
O 4.3556 -0.6594 -5.1670 0.001 0.009 -0.019
C 4.4924 0.3480 -4.1846 0.004 0.004 0.005
C 3.3206 0.3005 -3.2440 -0.002 0.004 0.016
C 3.2432 1.1954 -2.1828 -0.003 -0.007 -0.016
C 2.1632 1.1195 -1.3270 -0.006 0.037 -0.022
N 1.1854 0.2346 -1.4818 0.226 0.089 0.361
C 1.2459 -0.6202 -2.4947 -0.023 0.022 -0.020
C 2.3050 -0.6274 -3.3941 -0.018 0.032 -0.026
C 0.1474 -1.6088 -2.5488 0.070 -0.069 0.026
C -0.0650 -2.4087 -3.6599 0.022 -0.012 0.036
C -1.0200 -3.4120 -3.6131 -0.007 -0.005 -0.012
C -1.2853 -4.2776 -4.8200 0.005 -0.009 0.003
O -1.1225 -3.5889 -6.0428 0.013 0.007 -0.001
C -1.6986 -3.6030 -2.4206 0.036 0.002 0.014
C -1.4674 -2.7390 -1.3675 -0.006 -0.090 -0.024
N -0.5967 -1.7297 -1.4345 -0.097 0.264 -0.104
H 5.0243 -0.5281 -5.8445 -0.002 -0.010 0.018
H 4.5334 1.3434 -4.6404 -0.007 -0.005 -0.003
H 5.4129 0.2086 -3.6058 -0.001 0.009 -0.002
H 4.0152 1.9359 -2.0161 0.001 0.002 -0.002
H 2.0742 1.7904 -0.4797 0.015 -0.020 0.012
H 2.3603 -1.3464 -4.1961 -0.005 -0.007 0.002
H 0.4943 -2.2474 -4.5695 0.003 0.007 -0.002
H -2.2792 -4.7277 -4.7358 -0.005 0.015 -0.007
H -0.5594 -5.0929 -4.8403 -0.013 -0.010 0.008
H -1.7991 -2.9058 -6.1080 0.001 -0.005 -0.002
H -2.4384 -4.3852 -2.3129 0.002 -0.004 0.006
H -2.0075 -2.8443 -0.4408 -0.020 0.020 -0.022

***

How do the records compare in energy relative to the best compared isomer or geometry (same formula, charge and spin)? In the order shown, they have 165.6; 39.0; 0.0; 137.6 kJ/mol.